{"formula": "C28H72BN2O20", "method": "ωB97M-V/def2-TZVPD", "homo_lumo_gap_ev": 9.6607, "charge": -1, "e_homo_ha": -0.283, "elements": ["O", "C", "O", "B", "O", "C", "O", "O", "C", "O", "C", "O", "O", "C", "O", "H", "H", "H", "H", "C", "O", "H", "H", "H", "H", "C", "O", "H", "H", "H", "H", "C", "O", "H", "H", "H", "H", "C", "O", "H", "H", "H", "H", "C", "O", "N", "N", "H", "H", "H", "H", "C", "C", "C", "O", "H", "H", "H", "H", "H", "H", "H", "H", "C", "C", "C", "O", "H", "H", "H", "H", "H", "H", "H", "H", "C", "C", "C", "O", "H", "H", "H", "H", "H", "H", "H", "H", "C", "C", "C", "O", "H", "H", "H", "H", "H", "H", "H", "H", "C", "C", "C", "O", "H", "H", "H", "H", "H", "H", "H", "H", "C", "C", "C", "O", "H", "H", "H", "H", "H", "H", "H", "H"], "positions_angstrom": [[-0.495150, -5.851950, 19.626499], [0.737378, -5.864749, 19.625749], [1.510663, -4.789838, 19.748270], [2.939936, -5.167446, 19.799716], [2.952768, -6.591044, 19.437134], [1.682938, -7.072276, 19.398326], [1.267370, -8.241102, 19.200127], [3.668885, -4.798641, 21.028023], [4.674678, -4.032830, 20.828717], [5.493274, -3.618426, 21.675703], [4.720220, -3.798023, 19.279862], [3.599422, -4.445218, 18.706551], [5.480848, -3.078320, 18.707401], [-5.687394, -5.086090, 16.355960], [-4.312679, -4.980374, 16.383158], [-6.151238, -4.476378, 15.580581], [-5.921086, -6.146658, 16.262791], [-6.167780, -4.726864, 17.266057], [-4.043945, -4.353825, 17.059047], [8.411928, 0.298330, 23.131032], [8.056407, -0.612468, 24.109505], [8.643604, -0.245520, 22.215261], [7.689318, 1.102521, 22.992391], [9.358315, 0.690477, 23.503419], [7.489117, -1.173165, 23.575275], [1.111711, -5.997685, 26.420599], [1.156362, -6.369457, 25.063227], [1.547779, -5.008780, 26.562018], [0.046901, -5.917944, 26.639494], [1.639156, -6.777836, 26.969492], [1.800595, -5.813545, 24.618789], [-2.748815, -1.446963, 19.128035], [-2.878274, -1.329023, 17.672240], [-2.209474, -0.612814, 19.576814], [-3.683630, -1.464684, 19.688304], [-2.131366, -2.316005, 19.355221], [-2.161748, -0.828219, 17.275536], [-1.690874, -12.920619, 20.413168], [-1.077591, -12.389522, 19.192615], [-2.646272, -12.442974, 20.630333], [-1.806210, -13.993050, 20.256069], [-1.078083, -12.890388, 21.314098], [-0.612954, -11.551762, 19.254884], [-3.881877, -7.709039, 23.363297], [-4.417749, -7.519349, 24.444034], [-4.319954, -8.287369, 22.322418], [-2.725536, -7.154973, 23.111293], [-5.276833, -8.609695, 22.298242], [-3.742662, -8.418089, 21.504045], [-2.154337, -6.774431, 23.852243], [-2.461777, -7.032935, 22.144010], [2.313162, -0.093946, 22.760928], [1.704681, -1.248073, 23.567490], [0.988788, -0.797345, 24.829355], [0.793149, -2.024202, 22.815083], [3.111771, 0.371488, 23.338593], [1.549355, 0.680821, 22.694231], [2.700014, -0.253116, 21.754392], [2.513295, -1.946801, 23.782047], [0.112219, -0.178286, 24.638332], [1.585638, -0.136795, 25.458286], [0.527106, -1.564801, 25.450612], [1.181142, -2.424544, 22.033549], [10.776193, -3.660285, 18.385135], [10.771609, -5.134227, 18.920949], [9.414099, -5.577601, 19.519802], [10.920170, -5.893062, 17.762177], [9.833271, -3.292441, 17.980569], [11.404614, -3.496732, 17.509665], [11.073647, -2.929667, 19.137343], [11.552859, -5.291997, 19.664486], [9.142541, -4.763948, 20.192351], [9.581281, -6.468828, 20.124662], [8.645240, -5.584662, 18.747199], [10.539586, -6.754020, 17.950626], [6.820916, -9.439807, 25.315369], [7.813571, -8.437239, 24.683793], [7.273013, -7.108255, 24.487788], [8.941714, -8.273619, 25.523740], [6.284164, -9.110670, 26.205127], [7.281385, -10.405182, 25.525414], [5.943398, -9.636979, 24.699596], [8.061622, -8.836852, 23.700490], [6.939048, -6.940123, 23.463930], [8.045213, -6.355216, 24.645084], [6.569886, -6.769077, 25.248499], [8.703932, -8.012461, 26.416413], [8.905198, -0.580456, 13.589950], [7.459190, -0.601874, 14.203846], [6.557968, 0.152765, 13.272105], [7.052427, -1.932324, 14.208889], [9.628595, -1.029803, 14.270309], [9.248794, 0.428984, 13.363960], [9.005905, -1.207244, 12.703899], [7.287138, 0.028037, 15.076609], [6.705161, -0.079262, 12.217307], [6.848631, 1.198764, 13.174704], [5.508734, 0.081158, 13.558630], [6.758859, -2.022263, 15.118464], [1.481503, -0.458744, 15.515668], [0.786746, 0.529836, 16.563628], [1.662701, 1.693423, 17.186577], [-0.221804, 1.125706, 15.765022], [2.297140, -0.956717, 16.039928], [1.870110, -0.056377, 14.580161], [0.771147, -1.230087, 15.218146], [0.214561, 0.055416, 17.360894], [2.009620, 2.338989, 16.379727], [2.466707, 1.343369, 17.833992], [1.054168, 2.340159, 17.818649], [-0.023041, 1.169304, 14.826838], [-5.167556, -11.618673, 17.108038], [-4.589822, -10.614906, 16.050197], [-3.614975, -9.640865, 16.542050], [-3.945719, -11.220377, 15.075104], [-4.302521, -12.091429, 17.573145], [-5.716561, -12.314848, 16.473965], [-5.871358, -11.251133, 17.854816], [-5.499637, -10.190243, 15.625959], [-2.616171, -10.036027, 16.727388], [-3.894619, -9.168460, 17.483722], [-3.649169, -8.755148, 15.907683], [-3.082071, -11.498874, 15.388399]], "forces_ev_per_angstrom": [[2.81, -0.32, 0.09], [-2.11, 0.68, -0.19], [-0.33, -0.29, 0.98], [-0.35, 0.33, -1.92], [-1.63, -1.63, 0.65], [-0.72, -2.90, -0.40], [2.05, 4.03, 0.65], [-1.70, -1.22, 1.12], [3.20, 1.15, 0.94], [-2.44, -0.96, -2.46], [-1.79, 0.13, -0.99], [3.07, 1.54, 1.71], [-0.10, -0.46, -0.04], [-1.14, -0.05, 0.44], [1.27, 0.24, 0.08], [0.06, -0.22, -0.50], [-0.35, 0.06, -0.30], [0.07, -0.11, 0.37], [0.12, 0.10, -0.11], [1.80, 0.77, -0.05], [-1.20, -1.04, 0.14], [-0.16, 0.38, -0.41], [-0.08, 0.02, -0.18], [0.04, 0.63, -0.39], [-0.44, -0.82, 0.86], [-0.31, 0.08, -0.47], [0.22, 0.06, -0.95], [0.17, -0.06, 0.30], [0.11, -0.21, 0.67], [-0.20, 0.27, 0.60], [-0.01, -0.13, -0.18], [1.26, 0.37, -0.75], [-0.88, -0.25, 1.33], [0.10, 0.33, -0.30], [-0.33, -0.30, -0.77], [-0.30, -0.26, 0.07], [0.16, 0.08, 0.38], [0.81, 0.36, -0.78], [-0.65, -1.06, 0.65], [-0.04, -0.03, -0.14], [-0.34, 0.14, -0.38], [0.36, 0.57, -0.12], [-0.15, 0.09, 0.75], [0.66, 2.84, 4.03], [-1.18, -0.97, 0.69], [-3.59, -3.52, -4.48], [3.97, 1.55, -0.67], [0.30, 0.00, -0.04], [-0.33, -0.06, 0.28], [-0.26, 0.02, -0.32], [0.55, 0.18, 0.46], [-0.58, 0.97, 0.80], [0.80, -0.84, -0.76], [-0.57, 0.75, 0.32], [-1.28, 0.15, -0.10], [0.19, -0.11, 0.08], [-0.15, 0.14, -0.27], [-0.14, -0.69, 0.12], [0.35, 0.14, 0.65], [-0.04, 0.18, -0.78], [0.44, -0.30, 0.02], [0.64, -0.53, -0.16], [0.35, 0.08, 0.02], [-0.03, 0.13, 0.40], [-1.85, 1.41, -0.82], [1.10, 1.90, 0.72], [0.98, -1.11, -0.92], [-0.56, -0.53, 0.39], [0.60, -0.56, 0.24], [0.07, -0.10, 0.18], [0.33, 0.02, -0.09], [-0.37, -0.18, 0.39], [-0.50, -0.25, -0.31], [0.11, -0.51, 0.05], [0.09, -0.20, -0.23], [-0.57, -0.17, -0.30], [-0.79, -1.43, 1.52], [-0.83, 2.89, -0.59], [1.51, -1.09, -0.23], [0.67, 0.50, 0.49], [0.16, 0.09, -0.01], [0.24, -0.03, -0.71], [0.92, -0.19, 0.29], [-0.64, 0.08, 0.20], [0.47, -0.18, -0.37], [-0.67, -0.41, -0.20], [-0.46, -0.02, -0.10], [-0.10, 0.09, 1.23], [1.28, 1.49, -3.11], [-0.18, 1.08, -1.62], [-0.38, -0.40, 1.62], [-0.01, 0.12, 0.33], [-0.07, 0.05, -0.04], [-0.64, 0.14, -0.17], [0.83, -0.97, 1.07], [-0.34, -1.00, -0.08], [-0.11, 0.42, 0.83], [0.03, -0.02, -0.10], [-0.32, -1.02, 0.08], [0.11, -0.33, 2.40], [1.05, 0.87, -2.30], [-0.66, -0.92, -0.44], [-1.64, 1.01, 0.31], [0.20, -0.22, -0.25], [-0.03, 0.79, 0.31], [-0.15, 0.03, 0.23], [0.49, -0.58, -0.02], [0.36, -0.20, -0.02], [0.20, -0.16, -0.32], [-0.37, -0.20, -0.04], [0.44, -0.18, 0.21], [0.70, 0.08, -1.06], [-2.57, 0.53, 3.23], [-0.42, 2.95, 2.03], [1.29, -3.19, -3.97], [-0.19, -0.35, 0.27], [0.07, -0.45, 0.29], [0.27, 0.44, -0.04], [0.16, 0.66, -0.21], [0.01, -0.10, -0.39], [-0.19, -0.22, 0.47], [0.79, -0.23, -0.48], [0.11, -0.11, -0.09]], "mulliken_charge": [-0.69, 0.72, -0.49, 1.10, -0.52, 0.52, -0.65, -0.45, 0.81, -0.74, 0.48, -0.52, -0.60, -0.51, -0.46, 0.24, 0.17, 0.27, 0.29, -0.53, -0.48, 0.25, 0.21, 0.22, 0.32, -0.52, -0.45, 0.27, 0.19, 0.22, 0.29, -0.62, -0.51, 0.29, 0.30, 0.27, 0.29, -0.55, -0.52, 0.24, 0.23, 0.30, 0.31, 0.68, -0.69, -0.33, -0.29, 0.20, 0.17, 0.13, 0.12, -1.32, 0.82, -1.50, -0.53, 0.34, 0.33, 0.35, 0.18, 0.38, 0.38, 0.33, 0.25, -1.27, 0.65, -1.49, -0.57, 0.28, 0.36, 0.34, 0.19, 0.34, 0.43, 0.42, 0.32, -1.36, 0.55, -1.25, -0.57, 0.36, 0.32, 0.39, 0.24, 0.31, 0.36, 0.33, 0.32, -1.28, 0.57, -1.34, -0.54, 0.29, 0.35, 0.36, 0.29, 0.34, 0.39, 0.24, 0.33, -1.31, 0.74, -1.29, -0.58, 0.34, 0.37, 0.37, 0.09, 0.29, 0.32, 0.34, 0.32, -1.09, 0.50, -1.20, -0.53, 0.18, 0.31, 0.33, 0.24, 0.39, 0.25, 0.28, 0.35]}